Entry 1:
The molecule C6H4Cl2N2. Source: OMol25; level of theory: the ωB97M-V functional and the def2-TZVPD basis.

Its gap between HOMO and LUMO is 10.24 eV. The HOMO energy comes out at -10.07 eV. For the relative energy (zero: lowest compared OMol25 entry of this formula, charge and spin), the calculation gives 92.8 kJ/mol. The calculation puts the electronic energy at -34309.7142 eV.

Geometry (Å):
C: -2.63 -0.09 2.03
C: 0.27 -0.79 1.10
C: -1.16 -0.24 -0.80
C: -0.71 -1.58 1.54
C: 0.00 0.22 0.03
C: -2.09 -1.37 0.97
N: -2.96 0.76 2.70
N: -2.11 -0.94 -0.36
Cl: -0.50 -2.76 2.76
Cl: -3.23 -2.69 1.22
H: 1.27 -0.86 1.50
H: -1.20 0.04 -1.85
H: -0.28 1.18 0.49
H: 0.89 0.40 -0.58

---

Entry 2:
The ion C6H4F2NOS with charge +1. Source: OMol25; level of theory: the ωB97M-V functional and the def2-TZVPD basis.

Its gap between HOMO and LUMO is 5.19 eV. The HOMO energy comes out at -12.84 eV. For the relative energy (zero: lowest compared OMol25 entry of this formula, charge and spin), the calculation gives 433.1 kJ/mol. Its total charge is +1. The calculation puts the electronic energy at -26077.3426 eV.

Geometry (Å):
C: -2.41 -1.65 -0.24
C: 0.28 -1.53 -2.50
C: 0.27 -0.34 -1.66
C: -0.60 -2.48 -2.56
C: -0.62 -0.01 -0.73
C: -1.49 1.33 1.66
N: -1.62 -0.80 -0.42
O: 0.80 1.89 0.41
F: -1.50 -3.22 -2.91
F: -1.38 2.38 -0.63
S: -0.49 1.35 0.38
H: 1.28 -1.54 -3.13
H: 1.10 0.38 -1.87
H: -1.18 1.51 2.66
H: -2.45 0.92 1.34

---

Entry 3:
A cluster of 2 separate species, C6H4F6N2O in total. Source: OMol25; level of theory: the ωB97M-V functional and the def2-TZVPD basis.

Its gap between HOMO and LUMO (spin up / spin down) is 6.77 / 6.53 eV. The HOMO energy (spin up / spin down) comes out at -8.71 / -8.69 eV. For the relative energy (zero: lowest compared OMol25 entry of this formula, charge and spin), the calculation gives 327.8 kJ/mol. The calculation puts the electronic energy at -27615.4959 eV.

Geometry (Å):
C: 0.43 -2.66 -1.74
C: 0.19 -1.32 -1.63
C: 0.26 -2.21 0.41
C: -0.58 1.06 0.42
C: 0.28 1.16 1.77
C: 0.02 1.82 -0.69
N: 0.47 -3.12 -0.47
N: 0.05 -1.09 -0.28
O: -1.89 1.12 0.64
F: 0.84 2.39 1.79
F: 1.31 0.31 1.95
F: -0.58 1.01 2.74
F: 1.35 1.54 -0.70
F: -0.46 1.64 -1.95
F: -0.13 3.16 -0.50
H: 0.36 -3.43 -2.47
H: -0.20 -0.44 -2.23
H: 0.37 -2.34 1.39
H: -2.08 1.41 1.55

---

Entry 4:
The molecule C6H4N2OS2. Source: OMol25; level of theory: the ωB97M-V functional and the def2-TZVPD basis.

Its gap between HOMO and LUMO is 8.16 eV. The HOMO energy comes out at -8.34 eV. The calculation puts the electronic energy at -32983.9356 eV.

Geometry (Å):
C: -2.86 -0.22 0.02
C: -0.67 -0.57 -0.06
C: 0.65 -0.10 -0.08
C: 1.00 1.24 0.05
C: 2.47 1.32 0.08
C: 3.04 0.11 -0.03
H: -3.22 -2.28 -0.08
H: 0.27 2.00 0.14
H: 3.01 2.25 -0.06
H: 4.12 -0.19 -0.04
N: -2.54 -1.54 0.07
N: -1.21 -1.76 0.06
O: -1.66 0.39 -0.07
S: -4.34 0.55 0.00
S: 1.95 -1.20 0.00

---

Entry 5:
A cluster of 2 separate species, C6H4N3O2 in total. Source: OMol25; level of theory: the ωB97M-V functional and the def2-TZVPD basis.

Its gap between HOMO and LUMO is 8.21 eV. The HOMO energy comes out at -4.70 eV. For the relative energy (zero: lowest compared OMol25 entry of this formula, charge and spin), the calculation gives 476.6 kJ/mol. Its total charge is -1. The calculation puts the electronic energy at -14848.2496 eV.

Geometry (Å):
C: -2.20 0.60 1.04
C: -0.47 1.56 -0.42
C: -1.07 0.62 0.29
C: 1.40 -1.61 0.79
C: -0.13 -1.43 0.22
C: 0.90 1.41 -1.13
N: -2.99 0.43 1.85
N: -1.07 -2.42 0.44
N: -0.71 -2.29 -0.74
O: 1.67 -0.94 1.75
O: 1.97 -2.44 0.15
H: -1.02 2.47 -0.21
H: 0.89 0.60 -2.00
H: 1.20 2.37 -1.57
H: 1.65 1.07 -0.44

---

Entry 6:
A structure of composition C6H4N5O5Tl. Source: OMol25; level of theory: the ωB97M-V functional and the def2-TZVPD basis.

Its gap between HOMO and LUMO is 4.79 eV. The HOMO energy comes out at -16.54 eV. For the relative energy (zero: lowest compared OMol25 entry of this formula, charge and spin), the calculation gives 38.9 kJ/mol. Its total charge is +2. The calculation puts the electronic energy at -28643.9710 eV.

Geometry (Å):
O: -3.38 -4.57 4.00
C: -3.15 -3.52 3.63
Tl: -1.31 -1.14 -0.36
O: -0.55 1.57 2.55
C: -0.67 0.79 1.72
C: 0.22 -2.93 -1.72
O: 1.21 -3.10 -2.31
C: -4.09 -0.35 -0.49
O: -5.22 -0.24 -0.41
C: 1.40 -1.26 0.48
O: 2.47 -1.41 0.85
H: -0.72 -3.56 -1.37
N: 2.92 2.79 0.13
N: 1.74 2.34 -0.40
N: 1.40 2.63 -1.67
C: 0.43 1.73 -1.89
N: 0.31 0.85 -0.88
N: 1.15 1.23 0.09
H: 2.87 2.83 1.15
H: 3.13 3.69 -0.29
H: -0.15 1.64 -2.80

---

Entry 7:
The molecule C6H4O. Source: OMol25; level of theory: the ωB97M-V functional and the def2-TZVPD basis.

Its gap between HOMO and LUMO is 9.99 eV. The HOMO energy comes out at -10.24 eV. For the relative energy (zero: lowest compared OMol25 entry of this formula, charge and spin), the calculation gives 225.6 kJ/mol. The calculation puts the electronic energy at -8330.1017 eV.

Geometry (Å):
C: -2.24 -0.43 -0.78
C: -1.07 0.33 -0.35
C: -0.07 0.88 0.04
C: 1.22 1.28 0.56
O: 1.54 2.40 0.88
C: 2.11 0.13 0.69
C: 2.77 -0.88 0.77
H: -3.17 0.12 -0.61
H: -2.28 -1.37 -0.21
H: -2.16 -0.68 -1.84
H: 3.35 -1.78 0.85

---

Entry 8:
The molecule C6H4O. Source: OMol25; level of theory: the ωB97M-V functional and the def2-TZVPD basis.

Its gap between HOMO and LUMO is 8.43 eV. The HOMO energy comes out at -9.57 eV. For the relative energy (zero: lowest compared OMol25 entry of this formula, charge and spin), the calculation gives 616.2 kJ/mol. The calculation puts the electronic energy at -8326.0532 eV.

Geometry (Å):
C: -1.85 0.61 -0.15
C: -0.59 -1.63 -1.49
C: 0.06 -0.90 -0.70
C: 0.55 0.00 0.19
O: -0.30 0.88 0.65
C: 1.94 -0.04 0.59
C: 3.12 -0.18 0.84
H: -1.73 1.24 -1.03
H: -2.32 1.02 0.71
H: -2.31 -0.36 -0.46
H: 4.16 -0.29 1.07